Entry a
Here is C5H13N as an isolated structure from the OMol25 dataset. Energies are from the ωB97M-V functional and the def2-TZVPD basis.

```
! RIJCOSX wB97M-V def2-TZVPD def2/J DEFGRID3
* xyz 0 1
C 0.24943 0.96229 -0.74461
C 0.48619 -0.29165 -1.46766
C 1.60024 -1.11692 -1.30340
C -1.00194 0.64537 0.08533
C -1.20586 1.52518 1.29714
N 0.11924 -1.55304 1.26467
H 1.15988 1.21471 -0.17072
H 0.03138 1.80345 -1.41907
H -0.19866 -0.45292 -2.29582
H 2.06350 -1.59600 -2.14650
H 0.45429 -1.42396 -0.78979
H 0.11864 -2.54746 1.02827
H -1.87110 0.44078 -0.55617
H -0.62239 -0.42949 0.56612
H -2.08966 1.25654 1.89488
H -1.53795 2.53816 1.03117
H -0.32004 1.55786 1.92052
H 2.26844 -1.07216 -0.45062
H 0.29639 -1.46074 2.25626
*
```

The calculation puts the LUMO energy at -0.77 eV. As for the frontier orbital gap: 5.59 eV. As for the HOMO energy: -0.2335 Ha.

Entry b
Here is one molecule with the formula C5H13N from the OMol25 dataset. Energies are from the ωB97M-V functional and the def2-TZVPD basis.

```
! RIJCOSX wB97M-V def2-TZVPD def2/J DEFGRID3
* xyz 0 1
C -2.03979 1.08773 -0.86187
C -1.42619 -0.29608 -0.83903
N 0.02777 -0.25598 -0.84220
C 0.62444 -0.08407 0.48504
C 0.99850 -1.41787 1.12807
C 1.82636 0.83554 0.39317
H -3.07808 1.04576 -1.10739
H -1.94408 1.59563 0.09732
H -1.60847 1.77747 -1.59569
H -1.76885 -0.91937 -1.65922
H -1.84583 -0.78060 0.06197
H 0.39815 -1.08954 -1.27986
H -0.09921 0.43253 1.12174
H 1.18951 -1.32864 2.19319
H 1.94667 -1.75235 0.70063
H 0.25573 -2.19828 0.95224
H 2.14888 1.34204 1.29884
H 1.64414 1.65168 -0.31397
H 2.75034 0.35440 0.06702
*
```

Its structure (SMILES) is CCNC(C)C. The calculation puts the LUMO energy at 1.18 eV. As for the frontier orbital gap: 9.86 eV. As for the HOMO energy: -0.3192 Ha.

Entry c
Here is one molecule with the formula C5H13N from the OMol25 dataset. Energies are from the ωB97M-V functional and the def2-TZVPD basis.

```
! RIJCOSX wB97M-V def2-TZVPD def2/J DEFGRID3
* xyz 0 1
C 1.05208 1.82397 2.32527
C 1.05609 1.31346 0.81202
C -0.14840 0.36894 0.38146
N 0.02528 -0.13007 -0.96593
C -1.14908 -0.98481 -1.48916
C -0.79138 -2.40471 -1.21352
H 1.06880 2.87127 2.48080
H 0.07259 1.57646 2.71982
H 1.82281 1.30385 2.98567
H 1.98747 0.73502 0.53181
H 1.17730 2.21077 0.13118
H -0.19344 -0.55677 1.04681
H -1.11743 1.03859 0.44847
H 0.13737 0.68629 -1.52665
H -1.40754 -0.80212 -2.48517
H -2.01417 -0.68158 -0.78411
H -0.37219 -2.56631 -2.25872
H -1.50097 -2.98216 -0.84424
H 0.04658 -2.62389 -0.58061
*
```

Its structure (SMILES) is CCCNCC. The calculation puts the LUMO energy at 1.25 eV. As for the frontier orbital gap: 10.00 eV. As for the HOMO energy: -0.3218 Ha.

Entry d
Here is a 2-piece molecular cluster, C5H13N overall from the OMol25 dataset. Energies are from the ωB97M-V functional and the def2-TZVPD basis.

```
! RIJCOSX wB97M-V def2-TZVPD def2/J DEFGRID3
* xyz 0 1
C 3.67969 -1.17665 -0.82133
C 3.32457 -1.21084 0.46000
N 2.01453 -1.18972 0.95235
H 3.04360 -0.77694 -1.59289
H 4.71955 -1.38640 -1.03047
H 4.06582 -1.50684 1.17409
H 1.29627 -1.67842 0.45656
H 2.04991 -1.24047 1.95522
C -1.39594 0.15228 0.48612
C -1.86567 1.45758 -0.15005
C -3.22832 1.25306 -0.79522
H -1.19821 -0.55657 -0.32279
H -0.48387 0.14888 1.08975
H -2.13376 -0.20907 1.20349
H -1.89912 2.21994 0.62370
H -1.16488 1.83679 -0.89308
H -3.93821 1.05552 0.00957
H -3.27178 0.59167 -1.65263
H -3.61418 2.21621 -1.15242
*
```

Its structure (SMILES) is C=CN.CCC. The calculation puts the LUMO energy at 1.03 eV. As for the frontier orbital gap: 9.37 eV. As for the HOMO energy: -0.3065 Ha.

Which structure is most stable? entry b, by 19.2 kcal/mol over the runner-up.

Entry a
Here is one molecule with the formula C5H13N from the OMol25 dataset. Energies are from the ωB97M-V functional and the def2-TZVPD basis.

```
! RIJCOSX wB97M-V def2-TZVPD def2/J DEFGRID3
* xyz 0 1
C -1.16689 0.05327 1.87325
C -0.02779 -0.81470 1.27453
C 0.23569 -0.46544 -0.17994
C -0.95529 -0.73148 -1.09947
N 0.63798 0.91983 -0.29225
C 1.47050 1.18695 -1.47638
H -2.14993 -0.29659 1.52702
H -1.02331 1.13512 1.56833
H -1.25853 -0.01978 2.97730
H -0.26840 -1.87656 1.32266
H 0.93577 -0.64702 1.82691
H 1.08038 -1.07426 -0.54713
H -1.29064 -1.79077 -1.00048
H -0.60416 -0.53937 -2.13618
H -1.77965 -0.02161 -0.84579
H 1.11724 1.26287 0.61208
H 0.89195 1.08315 -2.46124
H 1.81029 2.23881 -1.40909
H 2.34480 0.39757 -1.53414
*
```

Its structure (SMILES) is CC[C@@H](C)NC. The calculation puts the LUMO energy at 1.14 eV. As for the frontier orbital gap: 9.78 eV. As for the HOMO energy: -0.3175 Ha.

Entry b
Here is one molecule with the formula C5H13N from the OMol25 dataset. Energies are from the ωB97M-V functional and the def2-TZVPD basis.

```
! RIJCOSX wB97M-V def2-TZVPD def2/J DEFGRID3
* xyz 0 1
C -2.10833 -0.03648 0.07045
C -0.77852 -0.62331 -0.38891
C 0.51775 0.02903 0.07220
C 0.62021 1.47745 -0.46998
C 1.63833 -0.86132 -0.39571
N 0.66501 0.11491 1.50381
H -2.28918 0.97823 -0.33274
H -2.97239 -0.62357 -0.32699
H -2.15833 -0.00782 1.17298
H -0.80563 -1.69443 -0.01617
H -0.78851 -0.75237 -1.51665
H 0.64375 1.39417 -1.56311
H -0.16461 2.15219 -0.13029
H 1.62218 1.86216 -0.09394
H 1.62922 -1.08222 -1.47271
H 2.61321 -0.37500 -0.18726
H 1.57082 -1.81652 0.19827
H -0.06724 0.67867 1.97687
H 0.61227 -0.81375 1.89987
*
```

Its structure (SMILES) is CCC(C)(C)N. The calculation puts the LUMO energy at 1.01 eV. As for the frontier orbital gap: 10.26 eV. As for the HOMO energy: -0.3402 Ha.

Which structure is most stable? entry b, by 13.3 kcal/mol over the runner-up.

Entry a
Here is a 2-piece molecular cluster, C5H13N overall from the OMol25 dataset. Energies are from the ωB97M-V functional and the def2-TZVPD basis.

```
! RIJCOSX wB97M-V def2-TZVPD def2/J DEFGRID3
* xyz 0 1
C -0.53614 0.27961 -1.79534
C 0.09439 -0.36756 -0.70585
C 1.57960 -0.65169 -0.75974
C -0.68108 -1.45906 -0.00278
H 0.09146 0.66740 -2.58998
H -1.52702 -0.05060 -2.08372
H 2.10051 0.07810 -1.38352
H 1.76291 -1.64075 -1.17747
H 2.00862 -0.61850 0.24414
H -0.51854 -2.41010 -0.51146
H -0.34826 -1.57136 1.03019
H -1.74992 -1.25325 -0.00993
C -0.53156 1.14017 1.94259
N 0.01664 1.21859 0.58836
H -0.75444 2.12932 2.35778
H 0.17714 0.63669 2.60303
H -1.45367 0.56180 1.91751
H 0.88062 1.75384 0.56869
H -0.61128 1.55738 -0.23249
*
```

Its structure (SMILES) is C=C(C)C.CN. The calculation puts the LUMO energy at 0.91 eV. As for the frontier orbital gap: 8.01 eV. As for the HOMO energy: -0.2608 Ha.

Entry b
Here is one molecule with the formula C5H13N from the OMol25 dataset. Energies are from the ωB97M-V functional and the def2-TZVPD basis.

```
! RIJCOSX wB97M-V def2-TZVPD def2/J DEFGRID3
* xyz 0 1
C 2.22649 -0.74024 0.13058
C 1.33485 0.13125 -0.75480
C 0.41670 1.06510 0.04199
C -0.54968 0.32139 0.97374
N -1.29965 -0.71650 0.28422
C -2.32898 -0.20450 -0.60173
H 2.94654 -1.30338 -0.48206
H 1.63320 -1.46787 0.68887
H 2.78460 -0.12754 0.85297
H 0.72898 -0.51091 -1.39576
H 1.96154 0.75127 -1.41122
H 1.01528 1.75516 0.65025
H -0.15745 1.68799 -0.65171
H 0.02867 -0.16805 1.75590
H -1.20252 1.05633 1.48539
H -1.72803 -1.30955 0.98498
H -2.98237 0.55992 -0.13235
H -1.87378 0.25731 -1.48701
H -2.95440 -1.03718 -0.93227
*
```

Its structure (SMILES) is CCCCNC. The calculation puts the LUMO energy at 1.15 eV. As for the frontier orbital gap: 10.01 eV. As for the HOMO energy: -0.3255 Ha.

Entry c
Here is one molecule with the formula C5H13N from the OMol25 dataset. Energies are from the ωB97M-V functional and the def2-TZVPD basis.

```
! RIJCOSX wB97M-V def2-TZVPD def2/J DEFGRID3
* xyz 0 1
C 1.84494 0.50430 0.36800
C 0.59323 -0.37147 0.31263
C 0.56955 -1.27995 -0.91795
C -0.69061 0.48114 0.42613
C -1.93073 -0.39219 0.49339
N -0.85265 1.46729 -0.64807
H 1.75549 1.40407 -0.24002
H 2.74489 -0.00868 0.02235
H 2.00265 0.83918 1.38905
H 0.57652 -0.99440 1.21536
H -0.10966 -2.12182 -0.75569
H 0.21846 -0.73151 -1.79488
H 1.54073 -1.72237 -1.13076
H -0.57586 1.00912 1.37387
H -1.89577 -1.09052 1.34138
H -2.82692 0.19937 0.66267
H -2.05651 -0.93738 -0.44218
H -0.75217 2.41084 -0.30350
H -0.15558 1.33500 -1.37177
*
```

Its structure (SMILES) is CC(C)[C@H](C)N. The calculation puts the LUMO energy at 1.09 eV. As for the frontier orbital gap: 10.28 eV. As for the HOMO energy: -0.3379 Ha.

Which structure is most stable? entry c, by 5.2 kcal/mol over the runner-up.

Entry a
Here is an isolated ion of composition C3H6N3S and charge +1 from the OMol25 dataset. Energies are from the ωB97M-V functional and the def2-TZVPD basis.

```
! RIJCOSX wB97M-V def2-TZVPD def2/J DEFGRID3
* xyz 1 1
C -0.95125 0.35472 -1.07253
N -0.14868 -0.41304 -0.10369
S 0.78450 -1.88332 -0.85350
C 0.81178 0.55179 0.52693
C 0.63790 0.39848 1.85221
N -0.37068 -0.50099 2.05234
N -0.78535 -1.02655 1.04724
H -1.51622 1.08771 -0.64891
H -0.40897 1.05288 -1.71355
H -1.58960 -0.40455 -1.67860
H 1.01103 -1.28703 -2.00620
H 1.36392 1.24497 -0.07243
H 1.16162 0.82492 2.67071
*
```

Its structure (SMILES) is C[N@@+]1(S)C=CN=N1. The calculation puts the LUMO energy at -5.90 eV. As for the frontier orbital gap: 9.28 eV. As for the HOMO energy: -0.5578 Ha.

Entry b
Here is an isolated ion of composition C3H6N3S and charge +1 from the OMol25 dataset. Energies are from the ωB97M-V functional and the def2-TZVPD basis.

```
! RIJCOSX wB97M-V def2-TZVPD def2/J DEFGRID3
* xyz 1 1
C 1.61744 -0.05787 -0.04645
N 0.29266 0.35269 -0.01721
C -0.86454 -0.40517 -0.51295
N -1.93901 0.05956 0.13666
N -1.56257 1.10266 1.02589
C -0.20325 1.27155 0.95811
S 0.73645 2.21183 1.84346
H 2.39178 0.16677 -0.81286
H 1.71251 -1.20973 -0.05720
H 1.94604 0.47780 0.88470
H -0.62259 -1.31739 -1.07217
H -2.90223 -0.30091 0.20049
H -2.36667 1.70409 1.33101
*
```

Its structure (SMILES) is C[n+]1c[nH][nH]c1=S. The calculation puts the LUMO energy at -5.06 eV. As for the frontier orbital gap: 8.07 eV. As for the HOMO energy: -0.4826 Ha.

Which structure is most stable? entry b, by 53.5 kcal/mol over the runner-up.